1.
ORCA calculation (ωB97M-V/def2-TZVPD) on a molecular structure, C14H12N5O4Pd.

```
36
Properties=species:S:1:pos:R:3:forces:R:3:mulliken_charge:R:1
H 0.28362 1.44415 4.09818 0.00 0.00 0.00 0.46
H -0.96714 -5.91877 -1.94128 0.01 0.00 0.00 0.30
H -0.94168 3.93014 -2.31199 -0.01 -0.01 0.01 0.26
H -2.54255 -5.49288 -1.23363 0.00 0.00 0.00 0.30
H -2.74107 1.07793 -0.40496 -0.01 0.01 0.00 0.28
C 0.54485 -0.68066 4.35405 0.01 0.00 0.10 0.85
N 0.22054 -0.81204 1.62367 0.01 -0.04 0.07 -0.16
O 2.84356 3.39810 -3.29713 -0.13 0.05 -0.05 -0.51
H 0.48546 -2.85405 1.77604 -0.01 0.01 0.00 0.45
C -1.11189 2.03918 -1.35010 0.02 0.03 0.02 0.18
C 0.32694 0.47787 3.61759 0.00 0.02 -0.02 -0.71
C -2.52897 2.01971 -0.90657 0.01 -0.03 0.00 -1.31
H 0.01902 1.23891 1.62946 -0.01 0.00 0.00 0.47
C 0.44031 -1.92603 2.33012 0.00 0.02 0.03 -0.22
Pd 0.05864 -0.92260 -0.49748 -0.39 -0.02 -0.39 0.80
H -2.73327 2.83808 -0.21602 0.01 0.00 0.00 0.34
C 0.78021 2.74725 -2.26932 -0.06 0.10 0.03 0.11
C -1.73295 -5.14790 -1.87415 0.05 0.05 0.05 -0.85
H -3.20410 2.12014 -1.75612 0.00 0.00 -0.01 0.38
C -1.14989 -3.93863 -1.31291 0.00 -0.07 -0.05 0.28
H 3.05595 2.48176 -2.97473 0.12 0.02 0.15 0.46
H -2.11984 -4.93395 -2.86879 0.00 0.01 0.00 0.30
N -0.20974 1.08684 -1.16215 0.05 0.06 0.14 -0.07
C 2.16630 0.64424 -1.68793 0.04 -0.28 -0.03 1.00
O 1.09615 4.78565 -3.32396 -0.02 0.04 0.03 -0.58
H 0.78737 -2.82051 4.24388 0.00 0.00 0.00 0.46
C 0.60844 -1.90502 3.69954 0.01 -0.02 -0.01 -0.71
C 0.17378 0.36742 2.25104 0.03 0.00 -0.01 -0.16
N -0.53108 3.05397 -2.01355 -0.01 -0.01 -0.02 -0.01
N 0.82735 -0.55404 6.92218 0.00 0.00 0.02 -0.35
O 1.97854 -0.51255 -1.12236 0.16 0.12 -0.04 -0.65
C 1.60845 3.74161 -3.01487 0.09 -0.05 -0.11 0.50
C 0.97159 1.51695 -1.72710 -0.03 0.02 0.03 0.28
N -0.68632 -2.98641 -0.87811 0.07 0.00 0.16 -0.21
O 3.21862 1.00769 -2.18356 0.00 -0.02 -0.02 -0.73
C 0.70482 -0.61155 5.78303 0.00 0.00 -0.07 -0.23
```
Forces are in eV/Å.

Properties
**Highest occupied orbital energy (spin up / spin down)**: -12.895 / -12.882 eV
**Energy relative to the best compared isomer or geometry (same formula, charge and spin)**: 3.70 kcal/mol
**HOMO-LUMO gap (spin up / spin down)**: 9.0 / 7.6 eV
**Total charge**: +1
**Multiplicity**: 3

2.
ORCA calculation (ωB97M-V/def2-TZVPD) on 2 unconnected molecules or ions with the total composition C24H14F3N2O3S.

```
47
Properties=species:S:1:pos:R:3:forces:R:3:mulliken_charge:R:1
C -0.91025 1.60144 0.07749 0.61 -0.35 -0.24 0.43
C 2.92608 -0.42776 1.14546 -0.02 0.06 0.30 -0.49
C 0.60896 -1.12810 -3.16905 0.39 0.18 0.44 -0.90
H -0.97384 -0.26600 -2.04647 0.33 -0.18 -0.16 0.15
C 1.98390 -1.19803 -3.38046 0.32 -0.15 -0.31 -0.60
C 0.84037 -2.26121 0.57431 0.01 0.38 0.39 -0.58
C -0.53014 -0.86353 2.27931 -1.12 -0.40 -0.27 -0.12
C 0.66882 -1.21149 1.47414 0.20 -0.73 -0.41 0.87
C 0.88735 0.70044 -1.54852 0.75 -0.12 -0.36 1.14
C -3.44461 1.16241 -2.73613 0.03 0.24 0.12 -0.59
H 2.28856 -3.17175 -0.76168 -0.05 0.16 0.42 0.40
H -3.65436 1.61375 -3.70675 -0.02 -0.09 0.25 0.36
C 1.39877 2.35329 0.13902 1.86 0.92 0.33 -0.66
C -2.41581 1.68691 -1.94996 0.05 -0.20 0.08 0.32
C -0.85453 0.53594 5.43853 -0.15 0.60 -0.75 0.77
C -3.89506 -0.49436 -1.05427 -0.08 0.03 -0.07 -0.72
H 2.91572 1.56548 -1.65335 -0.56 -0.48 0.10 0.34
H -4.45397 -1.35331 -0.69915 -0.04 0.08 0.01 0.41
C 0.08738 -0.21418 -2.25727 -0.27 -0.44 0.01 -0.01
F 0.36907 0.91584 5.89840 -0.96 -0.56 0.04 -0.24
S -1.23678 1.34789 3.81840 1.08 -1.72 0.03 -0.08
H -4.95141 -0.36972 -2.93664 0.08 0.12 0.18 0.36
C 1.67165 -0.27796 1.70375 0.25 -0.42 -0.13 0.54
N 2.35381 2.97260 0.41366 -1.42 -0.62 -0.38 -0.85
C -4.18779 0.06539 -2.29371 0.41 0.07 -0.19 -0.44
C 3.16715 -1.55532 0.35726 -0.54 0.07 -0.33 -0.64
H -0.05807 -1.82313 -3.66775 0.02 -0.02 0.10 0.38
F -1.80145 0.93103 6.33094 0.72 -0.35 -0.23 -0.25
C 2.23980 0.76840 -2.00501 0.51 0.11 0.21 -0.78
C 0.43389 1.47025 -0.37598 -0.71 0.09 -1.58 1.32
C -2.87148 0.01843 -0.26804 0.31 0.22 -0.01 0.00
N -0.12602 0.27989 2.98633 -1.59 1.32 0.91 0.14
O -1.15157 2.14422 1.15794 -0.79 0.45 0.65 -0.94
C 1.14419 0.77500 2.61283 0.75 1.63 0.39 0.26
H 3.65170 0.35118 1.33235 0.25 -0.13 -0.03 0.46
H -2.67141 -0.41256 0.70906 0.00 0.05 -0.25 0.32
H 4.15090 -1.75859 -0.05585 -0.12 0.24 -0.01 0.40
H -0.01241 -2.92013 0.37959 0.49 0.17 -0.13 0.45
H 3.87440 -0.17138 -3.07034 -0.46 0.02 0.10 0.40
O 1.61096 1.84199 2.97799 -0.69 -2.31 -0.30 -0.59
O -1.62846 -1.41280 2.30912 1.85 0.91 0.24 -0.72
F -0.87019 -0.81189 5.34501 0.07 0.81 0.50 -0.23
H -1.83528 2.55610 -2.28025 -0.18 -0.43 0.02 0.42
H 2.42021 -2.01884 -3.95835 -0.19 0.37 -0.01 0.35
C -2.07411 1.06787 -0.73985 -0.56 0.43 0.10 -0.69
C 2.11385 -2.40392 -0.00203 -0.18 -0.21 0.10 -0.42
C 2.80152 -0.19980 -2.84399 -0.64 0.18 0.16 -0.46
```
Forces are in eV/Å.

Properties
**Highest occupied orbital energy**: -3.959 eV
**Energy relative to the best compared isomer or geometry (same formula, charge and spin)**: 0.00 kcal/mol
**HOMO-LUMO gap**: 6.2 eV
**Total charge**: -1

3.
ORCA calculation (ωB97M-V/def2-TZVPD) on a molecular structure, C40H50BIrN11S5.

```
108
Properties=species:S:1:pos:R:3:forces:R:3:mulliken_charge:R:1
H -0.80703 5.38474 4.65433 -0.02 0.04 0.00 0.55
Ir -0.39004 -1.11930 -0.33392 -0.70 0.59 -0.45 1.66
C -0.75262 -2.04099 -4.41091 0.07 0.01 -0.06 -0.20
C -2.93668 -1.29408 -0.28221 0.23 0.11 -0.14 -0.46
H -2.92360 3.02803 -3.11666 0.03 0.05 0.03 0.38
H 4.16594 -0.69227 3.49106 0.01 -0.02 -0.01 0.64
H 0.73142 -4.81320 1.65941 -0.02 -0.01 -0.01 0.31
H 4.23823 2.89990 -1.83370 -0.02 0.00 0.03 0.60
C 0.03874 -2.27990 4.85730 0.01 0.00 0.05 1.53
C -0.60003 -2.23064 -3.08573 0.00 -0.03 0.09 -0.79
H -2.37327 5.76270 3.95420 -0.01 -0.01 0.01 0.45
C -1.19813 4.51882 2.68812 -0.01 0.03 0.09 1.25
H -6.72883 3.49102 -0.00658 0.01 0.01 0.01 0.42
C -0.59973 -1.01456 5.43452 0.02 -0.03 -0.05 -1.42
H 3.90881 2.97656 0.87424 0.01 0.00 0.00 0.63
C -2.40921 3.92693 1.97255 0.03 0.02 -0.02 -1.57
H -1.31356 2.00167 -3.00786 -0.08 -0.04 -0.01 0.30
H 2.40860 1.74946 -4.87686 0.00 -0.01 0.00 0.47
C -3.34878 -2.61300 -0.19775 -0.11 0.00 0.08 -0.51
C 2.47311 -1.85794 4.27552 0.03 0.05 0.05 -0.88
H -0.08446 3.40388 5.00729 0.01 -0.08 -0.02 0.62
C 2.60243 0.41742 -0.57142 0.05 0.06 -0.03 0.37
H -1.37828 6.52843 1.97082 0.00 0.00 -0.04 0.48
S 0.20809 -5.55618 -1.05296 0.01 -0.02 -0.01 -0.19
H -4.35840 4.98270 -3.24162 0.00 0.00 0.00 0.45
H -1.39563 -2.73272 3.27081 -0.02 0.02 -0.05 0.14
N 2.88827 1.13066 0.52682 0.03 0.02 0.04 -0.19
C -4.54601 4.23578 -2.48217 0.04 -0.03 -0.03 -1.04
C -5.88291 3.39414 -0.67378 0.00 -0.02 0.00 -0.94
N -0.21716 -3.05488 -0.87489 0.20 0.05 0.17 0.12
C 0.67054 -3.07468 5.99711 -0.06 -0.02 0.02 -2.20
C -3.60804 -0.34344 -1.08246 -0.16 -0.35 0.06 0.30
S 0.43737 3.01782 0.18105 -0.15 0.01 -0.09 -0.37
H -6.26786 5.24209 -1.69450 0.00 0.00 -0.01 0.45
H -2.79316 3.05857 2.51322 0.02 0.01 -0.02 0.37
H 0.16139 -0.37724 5.88665 0.00 0.01 0.00 0.33
H -2.83052 -3.30160 0.45982 -0.02 0.01 -0.02 0.46
H -5.25377 1.52874 0.16825 0.01 0.01 0.01 0.52
H -5.35911 -0.05099 -2.30780 0.02 0.00 -0.01 0.58
N 0.32271 -4.03261 1.17471 0.07 -0.09 0.12 -0.05
H 5.13012 1.80203 -3.38967 0.00 -0.03 -0.01 0.41
C -0.90557 -0.00407 -3.06977 -0.12 0.10 0.11 -0.36
C -4.78924 -0.76074 -1.72228 0.05 0.00 -0.05 -0.53
H 3.15629 -1.39457 -3.06443 0.04 -0.04 0.03 0.41
C 2.63326 -0.56350 -3.52875 0.03 -0.02 -0.04 -2.20
S -0.43246 -0.65223 1.97188 -0.03 0.12 0.26 -0.17
C -5.62482 4.37570 -1.62057 -0.02 0.00 0.02 -0.47
H -1.25782 1.86077 -0.59853 -0.13 0.19 0.10 -1.10
H 1.89740 1.60156 4.57167 -0.01 -0.02 0.01 0.73
C 0.29588 3.01716 4.08219 0.12 0.07 0.02 -0.20
H -0.13915 -3.43096 6.63286 0.01 0.00 0.00 0.44
H 0.41050 -3.11736 1.59416 -0.08 0.05 0.02 -0.38
S -1.02091 -0.36172 -4.74761 -0.06 -0.02 0.06 -0.22
H 1.57662 -0.64413 -3.30110 -0.04 -0.02 0.06 0.59
H 1.32517 -2.46492 6.61826 0.00 0.00 0.00 0.53
C 1.27267 2.12351 3.86764 0.05 0.06 0.05 -1.75
C 4.67685 0.82336 -3.53907 0.03 0.02 -0.03 -1.68
H -2.10938 4.16948 4.64872 0.02 0.00 -0.01 0.46
N 3.14564 1.05922 -1.64075 -0.13 -0.06 0.02 0.62
C -0.33633 -3.38259 -2.23683 -0.05 0.08 0.03 -0.52
H 5.25460 0.08277 -2.98551 0.00 0.00 0.00 0.40
H -0.38744 5.50483 0.91740 0.01 -0.04 -0.05 0.29
N 1.44781 1.99421 2.50116 -0.14 -0.12 -0.06 0.77
C 3.20588 0.78309 -3.12450 -0.03 0.09 0.08 1.31
S 1.91206 -1.18188 -0.48302 0.15 -0.13 -0.23 -0.48
C -3.71764 3.12973 -2.38872 0.04 0.07 0.03 -0.31
C -3.08740 0.97261 -1.22748 -0.14 0.46 -0.02 -0.58
H 2.84071 -2.46328 5.08024 0.02 -0.01 -0.01 0.67
C 2.40735 1.90113 -3.79730 -0.05 -0.05 -0.04 -1.34
C 0.11605 -4.09798 -0.14267 -0.05 -0.06 0.03 0.19
N -0.13495 3.47001 2.84724 -0.08 -0.18 -0.15 0.55
H -1.83009 -3.29721 4.87257 0.02 -0.04 0.02 0.55
C -3.94991 2.14065 -1.42613 0.07 -0.10 0.12 0.23
B 2.55298 1.01755 2.03128 0.01 0.05 0.05 0.34
H 1.21337 -3.95083 5.63999 0.01 0.01 -0.01 0.47
H 0.26341 6.09757 2.45112 0.00 0.00 0.01 0.41
H -6.07480 -2.39586 -2.18658 -0.01 0.00 0.00 0.47
H -4.79914 -4.04894 -0.87415 0.01 0.00 0.00 0.50
C 1.03112 -0.96197 2.86635 -0.03 -0.05 -0.04 -0.85
H -0.20476 -5.18744 -3.45106 0.01 -0.01 0.00 0.54
C -4.46422 -3.02182 -0.91794 0.04 -0.01 0.05 -0.98
N -1.66440 1.09760 -1.16083 0.48 -0.10 0.22 2.36
C 3.59059 2.24236 0.15648 -0.02 0.05 0.01 -1.55
N 1.14059 -1.83408 3.90736 0.00 0.02 -0.02 0.61
H 4.75011 0.58956 -4.60064 0.00 0.00 0.00 0.44
N 2.22582 -0.40504 2.62887 -0.06 -0.14 -0.06 1.06
H 2.83052 2.88393 -3.59736 0.01 0.01 0.00 0.41
N -1.06873 1.19420 -2.45362 0.21 -0.18 -0.26 0.14
H -0.59185 -4.15980 3.97206 0.03 0.01 -0.06 0.31
H -3.19890 4.67702 1.91735 0.00 0.01 0.05 0.53
H -0.70407 -2.75988 -5.21124 0.00 0.01 -0.01 0.55
C 0.56337 2.81166 1.87096 0.08 0.14 0.15 0.32
H -2.26753 -0.85385 0.47463 -0.06 -0.28 0.10 0.82
H 1.37638 1.89719 -3.43616 0.04 0.00 -0.01 0.11
C 3.74242 2.20779 -1.18029 0.10 -0.01 0.00 -0.14
C -0.99798 -3.16882 4.18061 0.01 -0.03 -0.03 -1.33
H 2.75785 -0.64212 -4.61008 -0.02 -0.01 0.02 0.63
H -1.31162 -1.29657 6.21011 0.00 -0.01 0.00 0.55
C -0.63383 5.73224 1.94904 0.04 -0.04 0.06 -1.60
H -1.13396 -0.44345 4.67715 0.00 0.02 -0.05 0.24
C 3.13158 -0.98355 3.48843 0.04 -0.03 0.02 -1.11
C -0.15677 -4.68490 -2.50000 -0.01 0.00 -0.06 -0.02
H -2.15253 3.64437 0.95860 0.02 -0.12 -0.17 0.28
C -5.18584 -2.08392 -1.65445 -0.03 -0.01 -0.01 -0.93
H 3.57150 1.31201 2.59580 -0.01 0.07 0.01 -0.22
C -1.63626 4.97137 4.07964 -0.05 0.06 0.01 -2.25
N -0.67506 -1.06838 -2.34567 0.16 -0.15 -0.11 0.55
C -5.05730 2.28702 -0.57997 -0.07 -0.02 -0.03 -0.09
```
Forces are in eV/Å.

Properties
**Highest occupied orbital energy (spin up / spin down)**: -11.618 / -11.701 eV
**Energy relative to the best compared isomer or geometry (same formula, charge and spin)**: 21.22 kcal/mol
**HOMO-LUMO gap (spin up / spin down)**: 6.0 / 5.6 eV
**Total charge**: +2
**Multiplicity**: 2